{
  "formula": "C45H39BrInN5O3S",
  "method": "ωB97M-V/def2-TZVPD",
  "homo_energy_ev": -12.5,
  "total_charge": 2,
  "gap_ev": 6.709,
  "relative_energy_kcal_mol": 6.9,
  "elements": ["In", "C", "C", "C", "C", "C", "C", "N", "C", "C", "C", "C", "C", "N", "C", "C", "C", "C", "C", "C", "N", "H", "H", "H", "H", "H", "H", "H", "H", "H", "H", "H", "H", "H", "H", "H", "O", "C", "C", "C", "C", "C", "C", "C", "O", "N", "N", "C", "C", "Br", "C", "C", "C", "C", "C", "C", "C", "H", "H", "H", "H", "H", "H", "H", "H", "H", "H", "H", "H", "H", "H", "O", "S", "C", "C", "C", "C", "C", "C", "C", "C", "C", "C", "C", "C", "H", "H", "H", "H", "H", "H", "H", "H", "H", "H"],
  "xyz": [[0.09354, -1.08400, 0.35253], [-0.60558, 1.33531, 2.79843], [0.81694, 0.89024, 2.92594], [1.69617, 1.58407, 3.74723], [2.98497, 1.12088, 3.91026], [3.37406, -0.02934, 3.24633], [2.47812, -0.65349, 2.40292], [1.22201, -0.19635, 2.24037], [2.87631, -1.82944, 1.58074], [4.15992, -2.34115, 1.57426], [4.46698, -3.34766, 0.67364], [3.49828, -3.80897, -0.19712], [2.22526, -3.27128, -0.12243], [1.94039, -2.32762, 0.77474], [1.12003, -3.67398, -1.03303], [1.27669, -4.70301, -1.93063], [0.22060, -5.04279, -2.76714], [-0.97657, -4.38454, -2.62746], [-1.10216, -3.36726, -1.68323], [-2.42808, -2.69333, -1.51537], [-0.04986, -2.99920, -0.92831], [-0.76898, 2.26954, 3.33123], [-1.27122, 0.57513, 3.21450], [-0.86845, 1.47609, 1.75175], [1.35570, 2.47825, 4.25305], [3.68473, 1.64422, 4.55025], [4.36983, -0.42111, 3.38872], [4.92333, -1.96388, 2.23494], [5.47059, -3.75058, 0.63256], [3.75239, -4.56689, -0.92251], [2.20113, -5.25742, -1.99167], [0.33868, -5.82456, -3.50687], [-1.83438, -4.63744, -3.23619], [-3.20721, -3.44459, -1.38408], [-2.66480, -2.11468, -2.40809], [-2.43394, -2.02987, -0.66145], [-1.26132, -0.06113, -3.26374], [-1.81164, 1.18709, -3.24335], [-2.26157, 1.73628, -4.43305], [-2.76048, 3.03016, -4.45137], [-2.78835, 3.79531, -3.29204], [-2.35359, 3.23342, -2.10018], [-1.90160, 1.92008, -2.05559], [-1.54673, 1.30163, -0.72553], [-0.36738, 0.56653, -0.75997], [-2.64566, 0.40704, -0.29183], [-2.32091, -0.36891, 0.76393], [-3.18563, -0.73979, 1.62360], [-2.86656, -1.66581, 2.69908], [-1.25010, -2.66061, 2.43622], [-3.58114, -1.92216, 3.79181], [-4.73887, -1.14113, 4.25064], [-5.76496, -1.79243, 4.93899], [-6.84910, -1.07990, 5.41941], [-6.91042, 0.29732, 5.24496], [-5.88167, 0.96136, 4.58831], [-4.80501, 0.24609, 4.08818], [-0.73023, -0.12636, -2.45388], [-2.19617, 1.14353, -5.33990], [-3.11054, 3.45402, -5.38456], [-3.15107, 4.81538, -3.31603], [-2.37736, 3.81433, -1.18308], [-1.47480, 2.12179, 0.00122], [-3.55970, 0.84440, -0.28342], [-4.21960, -0.40402, 1.56363], [-3.28897, -2.76614, 4.41080], [-5.71150, -2.86671, 5.08226], [-7.64731, -1.59345, 5.94169], [-7.74803, 0.85869, 5.64189], [-5.91303, 2.03871, 4.48509], [-3.97982, 0.77364, 3.62184], [2.01088, -0.37625, -1.05511], [2.53571, 1.01080, -0.67455], [1.85466, 2.16665, -1.84341], [1.50737, 1.76967, -3.12423], [0.89435, 2.68846, -3.96061], [0.64590, 3.98320, -3.51625], [1.00232, 4.36838, -2.23048], [1.60178, 3.44960, -1.37786], [4.23713, 0.99536, -1.20175], [5.09284, 1.94478, -0.65806], [6.42181, 1.95389, -1.05581], [6.87701, 1.01442, -1.97433], [6.01159, 0.05548, -2.48962], [4.67877, 0.03830, -2.10136], [1.70092, 0.75454, -3.45591], [0.60980, 2.39487, -4.96308], [0.17414, 4.69770, -4.17979], [0.80226, 5.37503, -1.88621], [1.87230, 3.72598, -0.36271], [4.72083, 2.67303, 0.05624], [7.10353, 2.69341, -0.65197], [7.91294, 1.03119, -2.29211], [6.37357, -0.67651, -3.20202], [3.98297, -0.69952, -2.48382]]
}